17
Properties=species:S:1:pos:R:3 method="wB97M-V/def2-TZVPD" e_tot_ev=-8430.5816 gap_ha=0.376 relative_energy_kj_mol=63.6 smiles="C1=CCOCCC1" spin_multiplicity=1 e_homo_ev=-9.16 e_lumo_ev=1.080
C -1.550 -0.297 0.348
C -0.912 0.026 1.471
C 0.515 0.507 1.534
O 0.829 1.306 0.416
C 1.365 0.593 -0.674
C 0.531 -0.597 -1.153
C -0.980 -0.375 -1.048
H -2.611 -0.531 0.417
H -1.454 0.018 2.413
H 1.217 -0.340 1.629
H 0.657 1.141 2.417
H 2.387 0.261 -0.440
H 1.422 1.330 -1.476
H 0.823 -1.511 -0.624
H 0.779 -0.773 -2.207
H -1.252 0.537 -1.601
H -1.476 -1.210 -1.561

---

17
Properties=species:S:1:pos:R:3 method="wB97M-V/def2-TZVPD" e_tot_ev=-8426.4430 gap_ha=0.322 relative_energy_kj_mol=462.9 spin_multiplicity=1 e_homo_ev=-8.08 e_lumo_ev=0.694
C -1.512 -0.083 -1.154
C -0.294 -0.015 -0.275
C 1.080 -0.128 -0.679
C 1.518 0.677 0.420
C 0.094 1.170 0.648
O 0.752 -0.976 1.795
C -0.189 -1.289 0.972
H -1.509 -1.001 -1.752
H -1.581 0.767 -1.843
H -2.420 -0.089 -0.542
H 1.648 -0.773 -1.341
H 1.630 1.142 -0.753
H 2.463 0.759 0.940
H -0.102 2.143 0.186
H -0.250 1.139 1.678
H -0.084 -2.223 0.374
H -1.243 -1.221 1.326

---

17
Properties=species:S:1:pos:R:3 method="wB97M-V/def2-TZVPD" e_tot_ev=-8427.1693 gap_ha=0.327 relative_energy_kj_mol=392.8 spin_multiplicity=1 e_homo_ev=-9.02 e_lumo_ev=-0.110
C 2.470 -0.275 0.120
C 1.260 0.651 0.156
C 0.065 0.013 0.845
O -1.102 0.851 0.917
C -1.823 -0.263 0.356
C -2.116 -0.021 -1.134
C -0.646 -1.192 0.297
H 2.222 -1.218 -0.378
H 2.819 -0.512 1.132
H 3.300 0.193 -0.418
H 0.960 0.936 -0.860
H 1.492 1.583 0.686
H 0.350 -0.336 1.861
H -2.717 -0.538 0.926
H -2.896 -0.696 -1.493
H -2.418 1.020 -1.267
H -1.220 -0.197 -1.744

---

17
Properties=species:S:1:pos:R:3 method="wB97M-V/def2-TZVPD" e_tot_ev=-8426.3509 gap_ha=0.328 relative_energy_kj_mol=471.8 spin_multiplicity=1 e_homo_ev=-7.89 e_lumo_ev=1.036
C -2.045 -1.492 0.131
O -0.845 -1.009 0.693
C -0.685 0.371 0.488
C 0.742 0.807 0.488
C 1.904 -0.120 0.394
C 1.590 0.516 -0.912
C -0.541 0.835 -0.901
H -2.040 -2.579 0.252
H -2.107 -1.236 -0.935
H -2.926 -1.080 0.650
H -1.287 0.960 1.192
H 0.934 1.798 0.885
H 2.791 0.214 0.924
H 1.672 -1.177 0.493
H 2.169 1.388 -1.204
H 1.306 -0.128 -1.728
H -0.631 1.932 -0.911

---

17
Properties=species:S:1:pos:R:3 method="wB97M-V/def2-TZVPD" e_tot_ev=-8427.4031 gap_ha=0.335 relative_energy_kj_mol=370.2 spin_multiplicity=1 e_homo_ev=-8.41 e_lumo_ev=0.711
C -2.098 -0.232 0.191
C -1.123 0.823 -0.291
C -0.017 1.316 0.594
C 0.318 0.550 -0.660
C 0.887 -0.824 -0.610
C 2.550 -0.930 0.872
O 2.328 -0.852 -0.413
H -2.939 0.251 0.703
H -1.646 -0.928 0.906
H -2.510 -0.816 -0.640
H -1.586 1.572 -0.930
H 0.211 2.378 0.613
H 0.135 0.809 1.544
H 0.713 1.134 -1.487
H 0.769 -1.389 -1.535
H 0.486 -1.412 0.218
H 3.522 -1.449 0.923

---

17
Properties=species:S:1:pos:R:3 method="wB97M-V/def2-TZVPD" e_tot_ev=-8425.1618 gap_ha="0.297 / 0.297" relative_energy_kj_mol=586.5 spin_multiplicity=1 e_homo_ev="-8.54 / -8.55" e_lumo_ev="-0.459 / -0.460"
C -2.119 0.335 1.314
C -1.923 1.346 0.468
C -0.645 -1.417 -0.168
C 0.851 -1.293 0.015
C 1.712 -0.695 -1.112
C 1.544 0.620 -0.341
O 0.936 -0.057 0.780
H -1.398 0.102 2.091
H -3.009 -0.285 1.269
H -2.645 1.594 -0.307
H -1.029 1.963 0.524
H -0.898 -0.753 -1.021
H 1.289 -2.132 0.567
H 2.739 -1.068 -1.129
H 1.286 -0.738 -2.118
H 2.458 1.140 -0.037
H 0.850 1.338 -0.794

---

17
Properties=species:S:1:pos:R:3 method="wB97M-V/def2-TZVPD" e_tot_ev=-8426.1451 gap_ha="0.285 / 0.243" relative_energy_kj_mol=491.6 spin_multiplicity=1 e_homo_ev="-7.14 / -6.24" e_lumo_ev="0.628 / 0.371"
C -0.703 0.260 2.013
C -0.121 0.751 0.729
C 1.333 0.302 0.181
C 0.820 -0.238 -1.082
O 1.131 0.397 -2.221
C -0.326 -1.130 -0.926
C -1.080 0.032 -0.238
H -0.615 0.871 2.919
H -0.449 -0.785 2.229
H -1.731 -0.149 0.906
H -0.176 1.838 0.628
H 1.764 -0.465 0.828
H 2.041 1.121 0.036
H 0.605 0.035 -2.949
H -0.789 -1.469 -1.857
H -0.157 -1.982 -0.256
H -1.620 0.685 -0.932

---

17
Properties=species:S:1:pos:R:3 method="wB97M-V/def2-TZVPD" e_tot_ev=-8428.4439 gap_ha=0.359 relative_energy_kj_mol=269.8 smiles=C[C@H]1OC[C@H]2C[C@H]21 spin_multiplicity=1 e_homo_ev=-8.70 e_lumo_ev=1.073
C -2.059 -0.501 0.262
C -0.826 -0.014 -0.470
O -0.474 1.270 0.023
C 0.867 1.484 -0.360
C 1.493 0.153 -0.154
C 1.043 -0.902 1.049
C 0.469 -0.876 -0.340
H -2.891 0.201 0.140
H -1.851 -0.605 1.331
H -2.369 -1.474 -0.130
H -1.054 0.086 -1.548
H 0.930 1.711 -1.438
H 1.236 2.351 0.194
H 2.487 -0.139 -0.514
H 0.373 -0.552 1.822
H 2.048 -0.534 1.215
H 0.580 -1.659 -1.083

---

17
Properties=species:S:1:pos:R:3 method="wB97M-V/def2-TZVPD" e_tot_ev=-8428.2315 gap_ha=0.366 relative_energy_kj_mol=290.3 spin_multiplicity=1 e_homo_ev=-9.14 e_lumo_ev=0.821
O 0.733 -1.882 1.164
C 1.675 -1.177 0.864
C 1.733 -0.329 -0.356
C 0.475 1.007 0.155
C -0.942 1.037 -0.410
C -1.207 -0.430 -0.613
C -2.177 0.346 0.181
H 2.495 -1.028 1.598
H 2.799 -0.033 -0.520
H 1.433 -0.888 -1.254
H 1.039 1.885 -0.107
H 0.399 0.812 1.228
H -1.203 1.745 -1.208
H -1.311 -0.702 -1.648
H -0.545 -1.046 -0.005
H -3.130 0.536 -0.316
H -2.264 0.147 1.247

---

17
Properties=species:S:1:pos:R:3 method="wB97M-V/def2-TZVPD" e_tot_ev=-8425.9416 gap_ha="0.314 / 0.313" relative_energy_kj_mol=511.3 spin_multiplicity=1 e_homo_ev="-8.69 / -8.66" e_lumo_ev="-0.143 / -0.139"
O -0.931 -0.357 1.404
C -1.522 -0.886 0.494
C -0.927 -1.210 -0.854
C 0.573 -0.957 -0.960
C 0.998 0.482 -1.045
C 0.220 1.565 -0.877
C 0.694 1.726 1.934
H -2.584 -1.185 0.624
H -1.162 -2.264 -1.058
H -1.484 -0.641 -1.613
H 0.962 -1.488 -1.840
H 1.069 -1.419 -0.094
H 2.054 0.636 -1.251
H 0.631 2.562 -0.945
H -0.838 1.501 -0.659
H 1.658 1.289 1.588
H 0.413 1.045 2.764

---

17
Properties=species:S:1:pos:R:3 method="wB97M-V/def2-TZVPD" e_tot_ev=-8423.9589 gap_ha="0.256 / 0.349" s2=2.007 relative_energy_kj_mol=202.3 spin_multiplicity=3 e_homo_ev="-6.19 / -9.54" e_lumo_ev="0.766 / -0.035"
C -0.807 0.729 -0.040
C -0.798 -0.444 -0.595
C 0.462 0.361 -0.659
C -1.699 1.798 0.365
C -1.389 -1.748 -0.773
C 2.740 -0.239 0.840
O 0.967 0.729 -1.862
H -2.476 1.366 1.140
H -2.121 2.130 -0.621
H -1.064 2.542 0.787
H -2.401 -1.883 -0.633
H -0.977 -2.340 0.041
H -1.141 -2.070 -1.892
H 2.873 -1.256 0.335
H 2.027 -0.021 1.573
H 3.278 0.470 0.293
H 0.736 1.642 -2.022

---

18
Properties=species:S:1:pos:R:3 method="wB97M-V/def2-TZVPD" e_tot_ev=-10477.2429 gap_ha=0.367 relative_energy_kj_mol=185.9 smiles="CC(=O)[C@]1(O)C[C@H]1C" spin_multiplicity=1 e_homo_ev=-9.17 e_lumo_ev=0.833
C 2.118 1.220 -0.177
C 1.852 -0.188 0.269
O 2.621 -0.887 0.884
C 0.550 -0.685 -0.332
O 0.500 -2.080 -0.189
C -0.444 -0.100 -1.467
C -0.778 0.005 -0.026
C -1.874 -0.899 0.618
H 2.777 1.621 0.608
H 1.174 1.789 -0.082
H 2.389 1.314 -1.309
H 1.280 -2.310 0.251
H -0.836 -0.981 -2.036
H 0.016 0.793 -1.848
H -0.833 1.023 0.403
H -1.903 -1.894 0.104
H -2.917 -0.446 0.370
H -1.770 -0.936 1.672

---

Please write out number 11 again, unchanged.
17
Properties=species:S:1:pos:R:3 method="wB97M-V/def2-TZVPD" e_tot_ev=-8423.9589 gap_ha="0.256 / 0.349" s2=2.007 relative_energy_kj_mol=202.3 spin_multiplicity=3 e_homo_ev="-6.19 / -9.54" e_lumo_ev="0.766 / -0.035"
C -0.807 0.729 -0.040
C -0.798 -0.444 -0.595
C 0.462 0.361 -0.659
C -1.699 1.798 0.365
C -1.389 -1.748 -0.773
C 2.740 -0.239 0.840
O 0.967 0.729 -1.862
H -2.476 1.366 1.140
H -2.121 2.130 -0.621
H -1.064 2.542 0.787
H -2.401 -1.883 -0.633
H -0.977 -2.340 0.041
H -1.141 -2.070 -1.892
H 2.873 -1.256 0.335
H 2.027 -0.021 1.573
H 3.278 0.470 0.293
H 0.736 1.642 -2.022